No. 1
# C32H93N5O12

A cluster of 12 separate species, C32H93N5O12 in total (ωB97M-V with the def2-TZVPD basis set, the OMol25 dataset).

ORCA input file:
```
! wB97M-V def2-TZVPD RIJCOSX def2/J DEFGRID3
* xyz 0 1
C -0.22 -3.90 4.16
O -0.84 -2.67 3.85
C 0.08 -1.58 3.55
C -0.75 -0.29 3.47
C -1.54 0.08 4.71
N -1.51 -0.17 2.19
H 0.47 -3.77 5.05
H 0.23 -4.39 3.34
H -1.03 -4.53 4.45
H 0.88 -1.49 4.35
H 0.66 -1.80 2.61
H 0.10 0.40 3.35
H -0.89 0.02 5.60
H -2.39 -0.57 4.96
H -1.97 1.03 4.62
H -0.99 -0.53 1.42
H -2.38 -0.72 2.23
C 3.02 -1.54 -1.55
O 2.04 -1.60 -2.58
C 2.44 -2.48 -3.62
C 1.32 -2.61 -4.69
C 0.16 -3.43 -4.10
N 1.74 -3.17 -5.94
H 3.52 -2.48 -1.30
H 2.43 -1.25 -0.63
H 3.77 -0.80 -1.71
H 3.31 -2.00 -4.16
H 2.72 -3.45 -3.28
H 0.98 -1.62 -4.98
H -0.67 -3.36 -4.80
H -0.18 -3.08 -3.12
H 0.36 -4.50 -3.97
H 2.33 -2.58 -6.50
H 2.09 -4.14 -5.91
C 4.94 2.88 -0.88
O 4.46 1.64 -0.50
C 5.14 1.29 0.65
C 4.52 0.04 1.14
C 3.05 0.30 1.59
N 5.30 -0.44 2.24
H 4.58 3.15 -1.85
H 6.03 2.96 -0.99
H 4.58 3.62 -0.19
H 6.21 1.10 0.43
H 5.09 2.03 1.41
H 4.48 -0.67 0.30
H 2.48 -0.61 1.77
H 2.56 0.78 0.73
H 3.07 1.06 2.39
H 4.99 -1.25 2.76
H 6.33 -0.53 2.01
C 0.08 -2.49 -0.13
O 0.02 -1.11 -0.40
C -0.82 -0.68 -1.41
C -0.93 0.86 -1.28
C 0.43 1.41 -0.89
N -1.95 1.42 -0.40
H -0.83 -2.81 0.39
H 0.91 -2.65 0.51
H 0.30 -3.01 -1.05
H -0.30 -0.84 -2.38
H -1.79 -1.17 -1.45
H -1.15 1.13 -2.32
H 1.21 0.87 -1.42
H 0.55 1.44 0.18
H 0.42 2.42 -1.20
H -1.69 1.51 0.57
H -2.79 0.83 -0.37
C -1.47 3.62 3.15
O -0.95 4.86 3.53
C -0.80 5.04 4.93
C -0.32 6.43 5.07
C 1.12 6.55 4.63
N -0.53 6.70 6.46
H -2.43 3.35 3.64
H -0.74 2.86 3.35
H -1.74 3.65 2.07
H -1.78 4.86 5.42
H -0.10 4.33 5.38
H -0.97 7.08 4.49
H 1.47 7.59 4.60
H 1.12 6.18 3.63
H 1.78 5.96 5.23
H 0.23 6.37 7.05
H -0.71 7.65 6.69
C -4.00 0.11 -4.76
C -3.86 -0.05 -3.28
O -5.01 -0.57 -2.69
H -4.94 0.50 -5.14
H -3.90 -0.84 -5.37
H -3.21 0.79 -5.05
H -3.73 0.94 -2.83
H -3.04 -0.73 -3.03
H -4.78 -0.86 -1.79
C 1.17 5.03 -0.25
C 1.94 4.32 0.84
O 3.20 4.93 0.96
H 0.86 6.02 0.06
H 0.22 4.49 -0.48
H 1.83 5.20 -1.09
H 2.03 3.21 0.61
H 1.37 4.37 1.79
H 3.42 4.75 1.89
C -3.52 -4.13 -0.06
C -3.55 -4.19 1.49
O -3.09 -2.94 1.98
H -2.61 -3.84 -0.53
H -4.23 -3.35 -0.31
H -3.80 -5.14 -0.42
H -2.95 -5.04 1.84
H -4.61 -4.34 1.79
H -2.40 -3.10 2.61
C -6.42 0.27 0.33
C -5.15 -0.13 0.98
O -4.41 -1.02 0.14
H -7.05 -0.50 -0.08
H -6.12 0.87 -0.51
H -7.02 0.84 1.07
H -5.37 -0.66 1.93
H -4.45 0.69 1.18
H -4.01 -1.68 0.76
C 1.22 -6.05 -0.89
C -0.30 -5.95 -0.66
O -0.58 -5.36 0.58
H 1.55 -6.51 -1.81
H 1.63 -6.75 -0.13
H 1.65 -5.07 -0.69
H -0.82 -6.94 -0.75
H -0.66 -5.27 -1.37
H -0.32 -5.95 1.34
C 3.09 1.26 -3.76
O 1.85 0.61 -4.09
H 3.12 1.82 -2.80
H 3.88 0.52 -3.66
H 3.41 1.94 -4.59
H 1.70 -0.01 -3.38
C -0.52 0.86 -6.47
O 0.81 0.90 -6.79
H -1.13 0.96 -7.37
H -0.86 -0.10 -6.03
H -0.79 1.62 -5.70
H 1.31 0.71 -5.96
*
```

Computed properties:
orbital gap	8.61	eV
F_max	3.1	eV/A
E_HOMO	-0.3109	hartree
relative energy (zero: lowest compared OMol25 entry of this formula, charge and spin)	1.8274	eV
SMILES	COC[C@H](C)N.COC[C@H](C)N.COC[C@H](C)N.COC[C@H](C)N.COC[C@H](C)N.CCO.CCO.CCO.CCO.CCO.CO.CO


No. 2
# C32H93N7O11

A cluster of 11 separate species, C32H93N7O11 in total (ωB97M-V with the def2-TZVPD basis set, the OMol25 dataset).

ORCA input file:
```
! wB97M-V def2-TZVPD RIJCOSX def2/J DEFGRID3
* xyz 0 1
C 4.09 2.84 0.18
O 2.92 3.46 0.72
C 2.35 4.55 0.00
C 1.37 5.33 0.82
C -0.02 4.59 1.10
N 1.20 6.63 0.19
H 4.92 3.54 0.13
H 3.88 2.52 -0.84
H 4.42 1.97 0.74
H 3.20 5.17 -0.28
H 1.98 4.14 -0.94
H 1.93 5.48 1.74
H -0.71 4.53 0.26
H -0.57 5.10 1.89
H 0.14 3.53 1.30
H 0.50 7.23 0.61
H 2.09 7.09 0.28
C 1.31 -6.34 1.83
O 0.35 -5.82 2.73
C -0.02 -4.47 2.46
C -0.91 -3.91 3.64
C -0.24 -4.07 5.00
N -2.29 -4.42 3.67
H 2.24 -5.78 1.81
H 0.98 -6.48 0.81
H 1.50 -7.33 2.25
H 0.85 -3.84 2.33
H -0.45 -4.54 1.45
H -1.05 -2.88 3.31
H 0.70 -3.52 5.07
H -0.13 -5.11 5.29
H -0.90 -3.55 5.69
H -2.71 -4.46 2.75
H -2.06 -5.38 3.86
C -3.21 3.37 -1.27
O -3.45 4.54 -2.05
C -4.60 5.32 -1.72
C -5.00 6.08 -2.95
C -3.96 7.06 -3.46
N -6.20 6.80 -2.76
H -3.24 3.66 -0.22
H -2.24 2.88 -1.32
H -3.86 2.53 -1.50
H -5.46 4.76 -1.34
H -4.34 5.97 -0.89
H -5.17 5.30 -3.69
H -4.40 7.81 -4.12
H -3.19 6.54 -4.04
H -3.52 7.66 -2.66
H -6.75 6.20 -2.15
H -6.63 6.70 -3.67
C -1.29 1.15 3.32
O -2.41 0.82 2.54
C -3.57 0.38 3.22
C -4.46 -0.32 2.18
C -3.76 -1.56 1.57
N -4.79 0.65 1.10
H -0.36 0.85 2.83
H -1.31 0.52 4.21
H -1.32 2.17 3.69
H -3.41 -0.22 4.12
H -4.11 1.28 3.53
H -5.47 -0.47 2.55
H -3.36 -2.10 2.43
H -3.00 -1.29 0.84
H -4.48 -2.27 1.17
H -3.88 0.91 0.74
H -5.22 0.16 0.32
C 0.11 1.48 -8.57
O 0.14 1.30 -7.15
C -0.66 0.29 -6.70
C -0.81 0.15 -5.19
C -0.92 1.42 -4.44
N 0.42 -0.53 -4.64
H -0.88 1.78 -8.91
H 0.47 0.58 -9.06
H 0.80 2.28 -8.86
H -1.63 0.52 -7.14
H -0.35 -0.69 -7.06
H -1.70 -0.42 -4.92
H -1.77 1.88 -4.94
H -0.07 2.09 -4.54
H -1.10 1.22 -3.38
H 1.25 0.00 -4.85
H 0.48 -0.29 -3.66
C 0.21 -0.54 6.97
O 1.60 -0.87 6.67
C 2.23 -0.08 5.65
C 3.53 -0.78 5.27
C 3.22 -2.29 4.85
N 4.53 -0.86 6.33
H 0.14 0.47 7.39
H -0.16 -1.19 7.76
H -0.54 -0.81 6.23
H 1.62 -0.06 4.74
H 2.44 0.95 5.94
H 3.97 -0.27 4.42
H 2.67 -2.87 5.60
H 4.14 -2.79 4.56
H 2.50 -2.27 4.03
H 5.01 -1.74 6.20
H 4.11 -1.11 7.21
C 2.44 -2.01 1.10
O 1.23 -1.53 1.55
C 0.19 -1.45 0.55
C 0.49 -0.36 -0.48
C 0.45 1.12 -0.11
N -0.43 -0.51 -1.58
H 2.47 -3.09 1.02
H 3.21 -1.73 1.83
H 2.73 -1.73 0.09
H 0.21 -2.45 0.12
H -0.75 -1.28 1.10
H 1.49 -0.58 -0.86
H 1.13 1.31 0.72
H -0.53 1.50 0.19
H 0.76 1.73 -0.96
H -1.38 -0.40 -1.26
H -0.39 -1.48 -1.88
C -0.51 -6.29 -2.58
C -0.21 -5.12 -1.77
O -0.93 -4.03 -2.27
H -1.59 -6.42 -2.72
H 0.00 -7.18 -2.21
H -0.17 -6.07 -3.59
H 0.84 -4.83 -1.73
H -0.46 -5.35 -0.73
H -0.59 -3.76 -3.12
C 5.09 0.29 -3.42
C 4.04 -0.18 -2.37
O 4.20 -1.56 -2.04
H 5.16 -0.23 -4.38
H 6.05 0.00 -3.01
H 5.10 1.37 -3.57
H 3.00 -0.04 -2.67
H 4.13 0.42 -1.46
H 3.67 -2.08 -2.65
O 5.07 -4.16 0.93
H 5.72 -3.78 0.34
H 4.43 -4.57 0.34
O 0.28 -3.23 -4.64
H 0.14 -2.29 -4.70
H -0.24 -3.60 -5.36
*
```

Computed properties:
orbital gap	9.35	eV
F_max	2.8	eV/A
E_HOMO	-0.3307	hartree
relative energy (zero: lowest compared OMol25 entry of this formula, charge and spin)	2.8736	eV
SMILES	COC[C@H](C)N.COC[C@H](C)N.COC[C@H](C)N.COC[C@H](C)N.COC[C@H](C)N.COC[C@H](C)N.COC[C@H](C)N.CCO.CCO.O.O


No. 3
# C32H96O32

A cluster of 16 separate species, C32H96O32 in total (ωB97M-V with the def2-TZVPD basis set, the OMol25 dataset).

ORCA input file:
```
! wB97M-V def2-TZVPD RIJCOSX def2/J DEFGRID3
* xyz 0 1
C -2.41 4.48 0.61
C -1.75 4.22 -0.70
O -2.27 5.11 -1.67
O -3.86 4.25 0.51
H -2.19 5.52 0.95
H -2.15 3.78 1.35
H -1.66 3.20 -1.03
H -0.72 4.50 -0.49
H -1.96 4.84 -2.55
H -4.13 4.78 -0.26
C 0.37 2.99 -4.78
C -0.28 4.17 -4.14
O -1.67 4.04 -4.24
O -0.40 1.82 -4.24
H 1.45 2.97 -4.59
H 0.22 3.01 -5.90
H -0.11 5.12 -4.54
H -0.01 4.23 -3.08
H -1.92 3.09 -4.34
H 0.13 0.99 -4.37
C 3.61 2.35 -1.65
C 4.89 2.34 -2.61
O 4.30 2.71 -3.87
O 4.07 2.13 -0.37
H 2.87 1.57 -1.96
H 3.19 3.38 -1.74
H 5.33 1.35 -2.67
H 5.59 3.08 -2.34
H 4.97 3.10 -4.43
H 3.39 2.42 0.24
C -2.65 0.93 -2.43
C -3.76 -0.04 -2.05
O -4.29 -0.68 -3.18
O -3.33 1.79 -3.38
H -1.82 0.38 -2.90
H -2.32 1.59 -1.62
H -4.62 0.50 -1.60
H -3.28 -0.79 -1.34
H -3.69 -1.31 -3.65
H -3.91 1.27 -3.94
C -0.17 -1.29 -5.79
C -1.67 -1.02 -5.79
O -2.31 -1.94 -4.95
O 0.34 -0.88 -4.54
H 0.33 -0.78 -6.62
H -0.05 -2.42 -5.85
H -2.02 -1.19 -6.78
H -1.91 0.01 -5.62
H -1.97 -1.86 -4.02
H 1.28 -1.16 -4.31
C 4.33 -2.91 0.24
C 2.96 -3.50 0.36
O 2.04 -2.63 0.98
O 4.64 -2.40 1.55
H 4.17 -2.06 -0.41
H 5.01 -3.53 -0.33
H 2.94 -4.36 0.98
H 2.61 -3.69 -0.69
H 2.50 -2.10 1.64
H 5.21 -1.64 1.45
C -5.09 2.40 4.75
C -5.28 2.07 3.28
O -4.08 2.47 2.57
O -4.01 1.66 5.22
H -5.93 2.09 5.34
H -4.97 3.50 4.85
H -6.19 2.56 2.93
H -5.32 1.00 3.22
H -4.21 3.12 1.84
H -3.13 2.04 5.15
C -0.55 -3.45 -2.14
C -0.36 -4.72 -2.88
O -0.11 -4.57 -4.28
O -1.69 -2.66 -2.56
H 0.33 -2.88 -2.19
H -0.78 -3.59 -1.08
H -1.22 -5.30 -2.65
H 0.46 -5.29 -2.42
H -0.61 -3.78 -4.53
H -2.33 -2.88 -1.86
C -2.49 0.31 7.96
C -1.65 1.22 8.92
O -1.46 2.55 8.52
O -3.85 0.77 8.00
H -2.39 -0.67 8.33
H -2.05 0.50 6.97
H -0.65 0.81 8.92
H -1.94 1.19 10.00
H -2.28 3.01 8.64
H -4.05 0.99 7.06
C 2.41 -5.96 -5.77
C 3.63 -5.67 -4.93
O 3.38 -4.62 -3.99
O 1.56 -6.85 -5.06
H 2.78 -6.51 -6.66
H 1.92 -5.11 -6.19
H 4.49 -5.41 -5.54
H 3.93 -6.51 -4.32
H 2.98 -3.84 -4.44
H 0.67 -6.46 -5.13
C 2.91 1.68 3.41
C 3.23 0.36 2.77
O 4.58 0.31 2.30
O 2.93 2.76 2.48
H 3.53 1.81 4.25
H 1.88 1.51 3.72
H 2.52 0.22 2.00
H 3.09 -0.50 3.48
H 4.49 0.83 1.46
H 3.56 3.47 2.54
C -0.16 -0.79 4.69
C -0.82 -1.86 5.50
O 0.20 -2.71 5.97
O 0.80 -0.17 5.54
H -0.96 -0.07 4.55
H 0.28 -1.08 3.70
H -1.64 -2.34 4.90
H -1.23 -1.44 6.43
H 0.58 -3.25 5.26
H 1.14 -0.90 6.06
C -0.36 3.18 3.39
C -0.01 2.87 4.84
O -1.21 3.08 5.58
O -1.19 2.17 2.81
H 0.45 3.44 2.74
H -1.00 4.11 3.43
H 0.78 3.57 5.22
H 0.34 1.83 4.94
H -1.02 2.92 6.56
H -2.12 2.21 3.12
C -2.47 -2.51 0.95
C -2.89 -1.15 1.47
O -4.31 -1.16 1.69
O -3.09 -2.81 -0.29
H -2.76 -3.16 1.76
H -1.39 -2.49 0.77
H -2.52 -0.41 0.76
H -2.28 -0.99 2.38
H -4.52 -0.24 1.79
H -4.06 -2.82 -0.32
C 3.59 -0.76 -3.21
C 4.94 -1.37 -3.59
O 5.29 -2.43 -2.74
O 2.52 -1.75 -3.51
H 3.39 0.07 -3.89
H 3.37 -0.50 -2.19
H 5.67 -0.55 -3.55
H 4.90 -1.63 -4.69
H 4.86 -3.22 -3.17
H 1.91 -1.66 -2.78
C 0.25 -0.07 -1.04
C 0.10 0.91 0.05
O 0.35 0.25 1.26
O 1.56 -0.67 -1.00
H -0.09 0.40 -1.93
H -0.55 -0.85 -0.78
H -0.87 1.39 -0.06
H 0.78 1.79 0.02
H -0.23 0.66 1.92
H 1.68 -0.91 -0.07
*
```

Computed properties:
orbital gap	9.96	eV
F_max	3.8	eV/A
E_HOMO	-0.3549	hartree
relative energy (zero: lowest compared OMol25 entry of this formula, charge and spin)	1.9418	eV